Run w
The following is a DFT calculation (ωB97M-V with the def2-TZVPD basis set) of C22H23N4O12P2Pd as an isolated structure.

Charge: -1
<S²>: 2.00
2S+1: 3
Gap between HOMO and LUMO (alpha / beta) (eV): 7.27 / 7.25

The geometry in XYZ format:
```
64
Properties=species:S:1:pos:R:3:lowdin_charge:R:1
Pd 0.08 -0.15 0.14 1.076
C 2.05 1.32 -3.72 -0.068
C 1.57 1.01 -2.32 -0.574
O 0.65 -0.11 -2.32 -0.124
P 2.88 0.59 -1.11 0.461
O 4.11 0.08 -2.00 -0.105
O 3.44 1.91 -0.47 -0.109
O 2.42 -0.46 -0.16 -0.311
P 0.53 2.35 -1.53 0.297
O 1.35 3.67 -1.97 -0.136
O -0.83 2.35 -2.10 -0.280
O 0.78 2.10 -0.05 -0.381
H 2.53 0.45 -4.17 0.080
H 2.78 2.14 -3.70 0.086
H 1.20 1.63 -4.33 0.092
H 1.14 -0.93 -2.46 0.097
H 4.67 -0.53 -1.51 0.093
H 2.69 2.31 0.03 0.073
H 0.73 4.33 -2.29 0.080
O -6.97 -0.43 0.07 -0.043
C -6.23 -0.75 1.02 -0.690
O -6.47 -1.37 2.07 -0.055
C -4.73 -0.43 0.79 -0.089
C -4.28 0.03 -0.44 0.009
C -2.93 0.25 -0.64 -0.108
N -2.04 0.01 0.32 -0.005
C -2.45 -0.40 1.53 -0.171
C -3.79 -0.62 1.80 0.049
C -1.37 -0.61 2.60 -0.597
O -1.71 -1.00 3.70 0.042
O -0.16 -0.35 2.23 -0.128
H -5.00 0.22 -1.22 0.114
H -2.52 0.62 -1.57 0.096
H -4.10 -0.95 2.78 0.120
C -3.84 -3.75 4.64 -0.037
C -3.69 -4.54 3.37 -0.255
C -2.98 -5.73 3.33 -0.046
C -2.80 -6.42 2.14 -0.051
C -3.35 -5.92 0.97 -0.278
N -3.13 -6.64 -0.25 0.127
C -2.88 -6.10 -1.48 -0.545
O -3.19 -6.65 -2.52 0.053
N -2.27 -4.85 -1.51 0.140
C -1.30 -4.32 -0.65 -0.212
C -0.53 -5.08 0.22 0.002
C 0.41 -4.44 1.02 -0.027
C 0.58 -3.07 0.91 -0.115
N -0.14 -2.35 0.05 -0.014
C -1.07 -2.95 -0.69 -0.050
C -4.10 -4.76 1.00 -0.002
C -4.26 -4.07 2.19 -0.003
H -3.57 -4.36 5.51 0.071
H -4.86 -3.39 4.76 0.088
H -3.18 -2.88 4.62 0.069
H -2.54 -6.12 4.24 0.106
H -2.22 -7.34 2.11 0.109
H -3.57 -7.55 -0.34 0.150
H -2.32 -4.44 -2.43 0.151
H -0.66 -6.15 0.27 0.115
H 1.00 -5.00 1.73 0.111
H 1.28 -2.52 1.52 0.111
H -1.66 -2.31 -1.34 0.122
H -4.56 -4.38 0.09 0.126
H -4.86 -3.16 2.21 0.094
```

***

Run x
The following is a DFT calculation (ωB97M-V with the def2-TZVPD basis set) of C22H23N4O12P2Pd as an isolated structure.

Charge: -1
<S²>: 2.00
2S+1: 3
Gap between HOMO and LUMO (alpha / beta) (eV): 7.39 / 7.22

The geometry in XYZ format:
```
64
Properties=species:S:1:pos:R:3:lowdin_charge:R:1
Pd -1.73 0.87 -1.61 1.080
C -0.97 1.48 -5.97 -0.071
C -1.38 1.43 -4.51 -0.573
O -0.30 0.93 -3.67 -0.119
P -1.86 3.06 -3.82 0.457
O -0.97 4.08 -4.67 -0.109
O -3.33 3.40 -4.30 -0.109
O -1.60 3.18 -2.36 -0.299
P -2.82 0.27 -4.15 0.289
O -3.62 0.46 -5.55 -0.141
O -2.37 -1.12 -3.96 -0.280
O -3.57 1.01 -3.05 -0.382
H -0.05 2.05 -6.08 0.080
H -1.75 1.94 -6.57 0.085
H -0.80 0.46 -6.33 0.093
H 0.36 1.62 -3.58 0.097
H -0.89 4.93 -4.21 0.092
H -3.92 2.74 -3.87 0.072
H -4.14 -0.33 -5.73 0.082
O 0.08 -5.48 0.92 -0.038
C -0.38 -4.53 1.57 -0.689
O -0.65 -4.43 2.79 -0.059
C -0.82 -3.31 0.72 -0.092
C -0.51 -3.24 -0.63 0.010
C -0.82 -2.11 -1.35 -0.113
N -1.43 -1.07 -0.78 0.000
C -1.78 -1.13 0.51 -0.168
C -1.50 -2.24 1.28 0.054
C -2.49 0.10 1.08 -0.602
O -2.78 0.12 2.26 0.048
O -2.74 1.04 0.24 -0.131
H 0.00 -4.09 -1.09 0.113
H -0.61 -2.01 -2.41 0.098
H -1.79 -2.25 2.33 0.122
C -0.37 -1.59 5.57 -0.038
C 0.84 -1.19 4.79 -0.259
C 1.71 -0.20 5.23 -0.047
C 2.81 0.18 4.48 -0.049
C 3.06 -0.43 3.26 -0.277
N 4.21 -0.01 2.53 0.124
C 4.46 -0.10 1.18 -0.537
O 5.58 -0.20 0.73 0.059
N 3.36 -0.02 0.34 0.137
C 2.23 0.80 0.45 -0.205
C 2.04 1.74 1.46 0.010
C 0.90 2.52 1.44 -0.021
C -0.02 2.37 0.42 -0.124
N 0.17 1.47 -0.55 -0.009
C 1.25 0.70 -0.53 -0.062
C 2.21 -1.44 2.81 0.000
C 1.12 -1.81 3.57 -0.004
H -0.38 -1.14 6.56 0.069
H -0.42 -2.68 5.68 0.087
H -1.28 -1.29 5.04 0.084
H 1.53 0.29 6.18 0.105
H 3.48 0.96 4.83 0.108
H 5.06 0.10 3.06 0.151
H 3.60 -0.31 -0.60 0.150
H 2.76 1.85 2.26 0.107
H 0.71 3.24 2.22 0.112
H -0.93 2.95 0.36 0.109
H 1.33 -0.04 -1.31 0.120
H 2.41 -1.96 1.88 0.121
H 0.48 -2.62 3.24 0.086
```

***

The most stable of them is run w.

***

Run w
The following is a DFT calculation (ωB97M-V with the def2-TZVPD basis set) of C7H16 as an isolated structure.

2S+1: 1
Gap between HOMO and LUMO (eV): 11.37

The geometry in XYZ format:
```
23
Properties=species:S:1:pos:R:3:lowdin_charge:R:1
C 1.63 -2.24 -0.02 -0.192
C 2.46 -1.25 0.04 -0.148
C 1.10 2.46 -0.29 -0.099
C 0.32 1.41 0.47 -0.292
C -0.53 0.53 -0.37 -0.285
C -1.58 -0.05 0.43 -0.353
C -2.59 -0.98 -0.15 -0.159
H 0.89 -2.50 -1.12 0.148
H 1.67 -3.08 0.69 0.035
H 2.07 -0.63 -0.99 0.111
H 3.12 -0.99 0.98 0.102
H 1.63 1.81 -0.94 0.057
H 0.47 3.03 -0.87 0.050
H 1.63 3.10 0.34 0.057
H -0.15 1.86 1.38 0.111
H 1.11 0.90 1.19 0.132
H -1.12 0.88 -1.12 0.091
H -0.05 -0.42 -0.84 0.105
H -2.13 0.94 0.82 0.147
H -1.41 -0.71 1.45 0.155
H -2.20 -1.61 -0.99 0.069
H -2.89 -1.87 0.56 0.107
H -3.45 -0.60 -0.65 0.051
```

***

Run x
The following is a DFT calculation (ωB97M-V with the def2-TZVPD basis set) of C7H16 as an isolated structure.

2S+1: 1
Gap between HOMO and LUMO (eV): 10.08

The geometry in XYZ format:
```
23
Properties=species:S:1:pos:R:3:lowdin_charge:R:1
C -0.01 -0.88 -0.10 -0.661
C 0.67 -2.19 -0.77 -0.081
C -1.06 -1.22 0.96 -0.069
C -0.62 0.05 -1.22 -0.138
C 1.28 -0.19 0.37 -0.135
C -0.18 2.66 1.02 -0.096
C -0.29 2.22 -0.22 -0.206
H 1.18 -2.57 0.08 0.029
H -0.03 -2.85 -1.25 0.062
H 1.71 -2.03 -1.37 0.130
H -1.09 -0.19 1.63 0.125
H -2.04 -1.42 0.41 0.091
H -0.91 -2.15 1.62 0.090
H -1.29 0.88 -0.76 0.050
H -1.15 -0.40 -2.27 0.135
H 0.38 0.71 -1.79 0.136
H 1.79 0.40 -0.51 0.105
H 1.05 0.54 1.47 0.138
H 1.93 -1.03 0.92 0.103
H 0.56 2.22 1.62 -0.005
H -1.11 3.08 1.59 0.094
H 0.45 1.57 -0.67 -0.036
H -1.23 2.78 -0.75 0.139
```

***

The most stable of them is run w.

***

Run w
The following is a DFT calculation (ωB97M-V with the def2-TZVPD basis set) of an isolated ion of composition C5H13N4 and charge +1.

Structure (SMILES): CN(C)C1=NC[NH2+]N1C
Charge: +1
2S+1: 1
Gap between HOMO and LUMO (eV): 9.33

The geometry in XYZ format:
```
22
Properties=species:S:1:pos:R:3:lowdin_charge:R:1
C 1.11 -0.12 2.31 0.010
N 0.78 0.39 0.93 -0.111
C 1.59 1.51 0.43 -0.016
C 0.21 -0.48 0.10 -0.420
N -0.09 -1.67 0.41 0.106
C -0.68 -2.34 -0.64 -0.068
N -0.79 -1.15 -1.83 0.080
N -0.31 -0.07 -1.15 -0.104
C -1.42 0.87 -0.78 0.012
H 2.16 -0.01 2.47 0.086
H 0.57 0.31 3.24 0.133
H 0.78 -1.09 2.28 0.030
H 1.10 2.48 0.30 0.093
H 2.37 1.66 1.05 0.045
H 1.99 1.22 -0.59 0.118
H 0.08 -3.10 -1.01 0.148
H -1.68 -2.71 -0.53 0.108
H -0.05 -1.53 -2.56 0.232
H -1.81 -1.18 -2.17 0.220
H -1.65 1.27 -1.76 0.092
H -2.40 0.39 -0.43 0.130
H -1.16 1.59 -0.05 0.076
```

***

Run x
The following is a DFT calculation (ωB97M-V with the def2-TZVPD basis set) of an isolated ion of composition C5H13N4 and charge +1.

Charge: +1
2S+1: 1
Gap between HOMO and LUMO (eV): 8.69

The geometry in XYZ format:
```
22
Properties=species:S:1:pos:R:3:lowdin_charge:R:1
C -2.57 -0.41 -0.48 0.020
C -0.45 -0.84 -0.60 -0.191
C -0.12 0.24 0.22 -0.487
C 0.38 0.08 1.63 -0.011
C 2.23 0.87 -0.61 -0.012
N -2.36 0.87 -0.04 -0.003
N -1.31 1.25 0.38 0.079
N -0.08 -2.14 -0.19 0.113
N 0.84 1.33 -0.42 0.017
H -2.98 -0.54 -1.46 0.090
H -2.80 -1.06 0.26 0.060
H -0.44 -0.63 -1.73 0.158
H -0.53 -0.40 2.29 0.182
H 0.68 1.01 2.13 0.109
H 1.17 -0.54 1.56 0.030
H 2.59 0.22 0.32 0.149
H 2.17 0.20 -1.49 0.110
H 2.89 1.72 -0.74 0.096
H -0.21 -2.14 0.76 0.050
H -0.41 -2.91 -0.62 0.060
H 0.58 1.77 -1.42 0.250
H 0.72 2.03 0.28 0.130
```

***

The most stable of them is run w.